# 1
C14H35Cl6O11P2V as an isolated structure at a distorted geometry, computed with ωB97M-V with the def2-TZVPD basis set.

Properties
lowest unoccupied orbital energy	-0.9250	eV
charge	0
maximum force	0.104	hartree/bohr
DFT total energy	-157012.91840	eV

Last column: Mulliken charge in e.
Element x y z (Å)
O (-2.1248, 1.0273, 3.4101)  -0.70
V (-1.7692, -0.4212, 2.8278)  1.64
O (-0.4946, -0.8509, 3.6680)  -0.59
C (1.6015, -0.3432, 0.8833)  -1.48
C (0.4762, 0.6236, 0.6104)  1.49
O (-0.7591, 0.0955, 1.0304)  -0.70
H (1.4580, -0.6684, 1.9176)  0.43
H (2.5674, 0.1745, 0.8532)  0.48
H (1.7035, -1.2132, 0.2344)  0.19
H (0.3462, 0.8659, -0.4551)  -0.61
H (0.5810, 1.6103, 1.0819)  -0.24
C (-4.4543, -4.7432, 2.7761)  -0.68
O (-3.0528, -4.8696, 2.5827)  -0.38
P (-2.2759, -3.8014, 1.7458)  0.50
O (-2.3063, -2.4284, 2.2648)  -0.09
O (-0.8684, -4.4588, 1.5955)  -0.37
C (0.2212, -3.7775, 0.9397)  -0.26
O (-3.0292, -3.9437, 0.3493)  -0.34
C (-2.4228, -3.4738, -0.8499)  -0.35
H (-4.9007, -3.9174, 2.2208)  0.31
H (-4.7019, -4.5395, 3.8202)  0.30
H (-5.0155, -5.6481, 2.5525)  0.27
H (0.0407, -2.7027, 0.9679)  -0.09
H (0.3244, -4.0896, -0.1001)  0.29
H (1.1699, -4.0515, 1.3921)  0.35
H (-3.1768, -3.4339, -1.6320)  0.40
H (-1.6897, -4.2126, -1.1875)  0.29
H (-1.9089, -2.5182, -0.7275)  -0.01
C (-0.2253, -1.0861, -2.5679)  0.48
O (0.9947, -1.5729, -3.1241)  -0.06
P (1.8170, -0.8163, -4.2624)  0.77
O (1.1013, -0.4319, -5.4698)  -0.74
O (2.4217, 0.4295, -3.4861)  -0.25
C (3.2034, 0.2269, -2.3102)  -0.56
O (3.0540, -1.8013, -4.4079)  -0.34
C (2.8350, -3.1320, -4.8839)  -0.70
H (-1.0475, -1.6114, -3.0531)  0.41
H (-0.3888, -0.0116, -2.5345)  -0.17
H (-0.2284, -1.4091, -1.5242)  -0.55
H (2.8522, 0.8919, -1.5199)  0.15
H (4.2451, 0.4323, -2.5482)  0.34
H (3.1111, -0.7764, -1.8925)  0.26
H (3.6479, -3.4330, -5.5432)  0.26
H (1.8881, -3.2669, -5.4011)  0.34
H (2.9280, -3.8128, -4.0367)  0.24
Cl (-2.1572, 6.1103, 0.0676)  -0.20
C (-2.4701, 4.3919, 0.4570)  -0.01
C (-1.6523, 3.9104, 1.6241)  0.33
Cl (-1.9090, 4.7571, 3.1981)  -0.18
H (-2.1456, 3.8358, -0.4165)  -0.12
H (-3.5263, 4.1845, 0.6150)  0.41
H (-0.6063, 4.1260, 1.3964)  -0.04
H (-1.7117, 2.8358, 1.7599)  -0.15
Cl (-1.0061, 2.5429, -2.6131)  -0.25
C (0.5857, 3.2828, -3.0132)  0.12
C (0.9690, 4.2612, -1.9335)  -0.01
Cl (2.6014, 4.8503, -2.3020)  -0.20
H (0.4955, 3.7025, -4.0084)  0.46
H (1.2349, 2.4125, -2.9801)  -0.29
H (0.9064, 3.7923, -0.9494)  -0.09
H (0.2883, 5.1041, -1.8094)  0.31
Cl (2.1298, 4.1823, 2.9035)  -0.17
C (1.3952, 2.6977, 3.5657)  0.47
C (1.6163, 2.6974, 5.0816)  -0.54
Cl (0.9228, 4.0900, 5.9054)  -0.19
H (1.8502, 1.8150, 3.1205)  0.04
H (0.3424, 2.6803, 3.2889)  -0.32
H (2.7029, 2.8035, 5.1454)  0.34
H (1.3953, 1.8244, 5.6896)  0.37

# 2
A 6-piece molecular cluster, C14H35FNO8 overall at a distorted geometry, computed with ωB97M-V with the def2-TZVPD basis set.

Properties
lowest unoccupied orbital energy	2.4414	eV
charge	-1
maximum force	0.189	hartree/bohr
DFT total energy	-35670.15255	eV

Last column: Mulliken charge in e.
Element x y z (Å)
O (0.8078, -0.8030, 0.9073)  -0.74
C (1.0276, 0.0765, -0.0731)  0.45
O (1.4613, -0.2548, -1.4397)  -0.78
C (0.7325, 1.6894, 0.2543)  -0.32
N (-0.5270, 2.0377, -0.5077)  -0.15
C (-1.7257, 2.2401, 0.3925)  -0.05
C (-2.8158, 0.9952, 0.3443)  0.48
O (-3.0828, 0.3435, 1.5047)  -0.54
F (-3.5636, 0.5563, -0.8589)  -0.24
H (1.6681, 2.3240, -0.0844)  0.30
H (0.6551, 1.8038, 1.4195)  0.12
H (-0.3909, 2.8159, -1.1905)  0.20
H (-1.4763, 2.4291, 1.5202)  0.27
H (-2.3090, 3.2029, 0.0061)  -0.01
C (1.6242, -1.1931, 4.7534)  -0.98
C (2.1425, 0.1664, 4.3323)  -0.15
O (2.8201, 0.0635, 3.0887)  -0.49
H (2.4486, -1.9080, 4.8437)  0.25
H (1.1031, -1.1317, 5.7128)  0.33
H (0.9354, -1.5944, 4.0029)  0.29
H (2.8472, 0.5541, 5.0740)  0.30
H (1.3227, 0.8837, 4.2272)  0.19
H (2.1835, -0.2736, 2.4351)  0.26
C (-2.5752, 1.9573, -3.7014)  -0.91
C (-2.9731, 3.3841, -3.3854)  -0.30
O (-1.8450, 4.1110, -2.9213)  -0.49
H (-2.1639, 1.4669, -2.8130)  0.17
H (-3.4350, 1.3821, -4.0562)  0.31
H (-1.7943, 1.9338, -4.4684)  0.37
H (-3.7376, 3.4042, -2.6031)  0.25
H (-3.3734, 3.8854, -4.2720)  0.31
H (-1.1753, 4.0944, -3.6265)  0.28
C (-1.5897, 6.4904, 1.4472)  -0.93
C (-2.9844, 6.2839, 0.8939)  -0.25
O (-3.5121, 5.0495, 1.3565)  -0.47
H (-0.9294, 5.6724, 1.1413)  0.18
H (-1.1669, 7.4358, 1.0961)  0.33
H (-1.6042, 6.4955, 2.5420)  0.34
H (-2.9625, 6.2575, -0.1997)  0.25
H (-3.6540, 7.0912, 1.2061)  0.31
H (-3.5354, 5.0865, 2.3282)  0.28
C (2.4667, -4.0623, -2.7118)  -0.85
C (1.3765, -3.7128, -3.7035)  -0.32
O (0.3447, -2.9851, -3.0537)  -0.48
H (2.0608, -4.6588, -1.8882)  0.13
H (3.2677, -4.6277, -3.1962)  0.33
H (2.8925, -3.1560, -2.2690)  0.34
H (0.9386, -4.6215, -4.1272)  0.30
H (1.7718, -3.1055, -4.5235)  0.25
H (0.7421, -2.1761, -2.6883)  0.29
C (1.8933, -7.4181, 1.5136)  -1.03
C (2.9474, -6.7010, 0.6958)  -0.16
O (2.8299, -7.0635, -0.6721)  -0.53
H (1.9997, -8.5031, 1.4119)  0.26
H (1.9733, -7.1529, 2.5715)  0.32
H (0.8889, -7.1622, 1.1607)  0.33
H (3.9497, -6.9764, 1.0370)  0.28
H (2.8397, -5.6154, 0.7819)  0.23
H (1.9394, -6.8071, -0.9678)  0.30

# 3
A 4-piece molecular cluster, C14H35O8P overall, computed with ωB97M-V with the def2-TZVPD basis set.

Properties
lowest unoccupied orbital energy	0.4986	eV
charge	0
SMILES string	CCC[C@H](OC=O)P(=O)(O)O.CC(C)O.CC(C)O.CC(C)O
maximum force	0.013	hartree/bohr
energy relative to the best compared isomer or geometry (same formula, charge and spin)	0.00	kcal per mole
DFT total energy	-40756.84995	eV

Last column: Mulliken charge in e.
Element x y z (Å)
C (4.2221, -3.4128, 2.2001)  -1.07
C (4.5900, -4.7213, 1.4850)  -0.35
C (3.4642, -5.7557, 1.3010)  -1.05
C (2.4405, -5.8256, 2.4428)  0.30
O (2.1575, -7.1910, 2.8247)  -0.30
C (3.0983, -7.7735, 3.5582)  0.02
O (4.1071, -7.2517, 3.9334)  -0.46
P (0.7925, -5.2040, 1.9355)  0.67
O (0.0378, -6.1870, 1.1555)  -0.70
O (1.0721, -3.8201, 1.1995)  -0.43
O (0.0780, -4.7163, 3.2653)  -0.55
H (4.5478, -3.4321, 3.2426)  0.31
H (3.1538, -3.2086, 2.1847)  0.24
H (4.7312, -2.5650, 1.7404)  0.35
H (4.9650, -4.4767, 0.4886)  0.34
H (5.4158, -5.2105, 2.0029)  0.31
H (2.9549, -5.6082, 0.3450)  0.50
H (3.9176, -6.7452, 1.2312)  0.32
H (2.8088, -5.3091, 3.3308)  0.53
H (2.7901, -8.7827, 3.8444)  0.39
H (1.2231, -3.9613, 0.2517)  0.28
H (0.5771, -4.0572, 3.7661)  0.35
C (-0.3006, -0.1044, -2.5619)  -1.04
C (-0.0083, -1.5262, -2.1144)  0.36
C (-1.0099, -2.0198, -1.0858)  -1.10
O (1.3187, -1.6283, -1.5852)  -0.55
H (-0.2463, 0.5782, -1.7089)  0.10
H (0.4306, 0.2248, -3.3011)  0.32
H (-1.2972, -0.0264, -2.9994)  0.39
H (-0.0166, -2.1927, -2.9783)  0.27
H (-0.9765, -1.3923, -0.1911)  0.27
H (-0.7603, -3.0386, -0.7891)  0.23
H (-2.0305, -2.0148, -1.4695)  0.42
H (1.3651, -1.0477, -0.8167)  0.35
C (-1.1300, 4.9077, 0.3866)  -0.87
C (-0.2321, 3.7130, 0.1140)  0.34
C (0.7135, 3.9772, -1.0478)  -1.22
O (-1.0176, 2.5463, -0.1355)  -0.53
H (-1.7452, 5.1202, -0.4923)  -0.05
H (-1.7976, 4.7024, 1.2243)  0.33
H (-0.5460, 5.8001, 0.6172)  0.40
H (0.3480, 3.4752, 1.0072)  0.27
H (0.1418, 4.1743, -1.9587)  0.26
H (1.3505, 3.1110, -1.2297)  0.31
H (1.3491, 4.8417, -0.8521)  0.42
H (-1.5517, 2.7202, -0.9193)  0.32
C (-5.3066, 5.8800, -1.1237)  -1.25
C (-4.1349, 6.6864, -1.6610)  0.53
C (-4.5954, 7.8628, -2.5065)  -1.41
O (-3.2462, 5.8497, -2.4031)  -0.54
H (-5.8912, 5.4675, -1.9508)  0.33
H (-4.9518, 5.0480, -0.5153)  0.31
H (-5.9673, 6.4988, -0.5157)  0.37
H (-3.5357, 7.0533, -0.8258)  0.27
H (-5.1603, 7.5066, -3.3725)  0.35
H (-3.7395, 8.4286, -2.8737)  0.34
H (-5.2373, 8.5334, -1.9344)  0.36
H (-3.7299, 5.4996, -3.1594)  0.33

> Among the records above, which one has the lowest charge?

C14H35FNO8

Repeat the third record exactly.
A 4-piece molecular cluster, C14H35O8P overall, computed with ωB97M-V with the def2-TZVPD basis set.

Properties
lowest unoccupied orbital energy	0.4986	eV
charge	0
SMILES string	CCC[C@H](OC=O)P(=O)(O)O.CC(C)O.CC(C)O.CC(C)O
maximum force	0.013	hartree/bohr
energy relative to the best compared isomer or geometry (same formula, charge and spin)	0.00	kcal per mole
DFT total energy	-40756.84995	eV

Last column: Mulliken charge in e.
Element x y z (Å)
C (4.2221, -3.4128, 2.2001)  -1.07
C (4.5900, -4.7213, 1.4850)  -0.35
C (3.4642, -5.7557, 1.3010)  -1.05
C (2.4405, -5.8256, 2.4428)  0.30
O (2.1575, -7.1910, 2.8247)  -0.30
C (3.0983, -7.7735, 3.5582)  0.02
O (4.1071, -7.2517, 3.9334)  -0.46
P (0.7925, -5.2040, 1.9355)  0.67
O (0.0378, -6.1870, 1.1555)  -0.70
O (1.0721, -3.8201, 1.1995)  -0.43
O (0.0780, -4.7163, 3.2653)  -0.55
H (4.5478, -3.4321, 3.2426)  0.31
H (3.1538, -3.2086, 2.1847)  0.24
H (4.7312, -2.5650, 1.7404)  0.35
H (4.9650, -4.4767, 0.4886)  0.34
H (5.4158, -5.2105, 2.0029)  0.31
H (2.9549, -5.6082, 0.3450)  0.50
H (3.9176, -6.7452, 1.2312)  0.32
H (2.8088, -5.3091, 3.3308)  0.53
H (2.7901, -8.7827, 3.8444)  0.39
H (1.2231, -3.9613, 0.2517)  0.28
H (0.5771, -4.0572, 3.7661)  0.35
C (-0.3006, -0.1044, -2.5619)  -1.04
C (-0.0083, -1.5262, -2.1144)  0.36
C (-1.0099, -2.0198, -1.0858)  -1.10
O (1.3187, -1.6283, -1.5852)  -0.55
H (-0.2463, 0.5782, -1.7089)  0.10
H (0.4306, 0.2248, -3.3011)  0.32
H (-1.2972, -0.0264, -2.9994)  0.39
H (-0.0166, -2.1927, -2.9783)  0.27
H (-0.9765, -1.3923, -0.1911)  0.27
H (-0.7603, -3.0386, -0.7891)  0.23
H (-2.0305, -2.0148, -1.4695)  0.42
H (1.3651, -1.0477, -0.8167)  0.35
C (-1.1300, 4.9077, 0.3866)  -0.87
C (-0.2321, 3.7130, 0.1140)  0.34
C (0.7135, 3.9772, -1.0478)  -1.22
O (-1.0176, 2.5463, -0.1355)  -0.53
H (-1.7452, 5.1202, -0.4923)  -0.05
H (-1.7976, 4.7024, 1.2243)  0.33
H (-0.5460, 5.8001, 0.6172)  0.40
H (0.3480, 3.4752, 1.0072)  0.27
H (0.1418, 4.1743, -1.9587)  0.26
H (1.3505, 3.1110, -1.2297)  0.31
H (1.3491, 4.8417, -0.8521)  0.42
H (-1.5517, 2.7202, -0.9193)  0.32
C (-5.3066, 5.8800, -1.1237)  -1.25
C (-4.1349, 6.6864, -1.6610)  0.53
C (-4.5954, 7.8628, -2.5065)  -1.41
O (-3.2462, 5.8497, -2.4031)  -0.54
H (-5.8912, 5.4675, -1.9508)  0.33
H (-4.9518, 5.0480, -0.5153)  0.31
H (-5.9673, 6.4988, -0.5157)  0.37
H (-3.5357, 7.0533, -0.8258)  0.27
H (-5.1603, 7.5066, -3.3725)  0.35
H (-3.7395, 8.4286, -2.8737)  0.34
H (-5.2373, 8.5334, -1.9344)  0.36
H (-3.7299, 5.4996, -3.1594)  0.33